No. 1
{
  "formula": "BH3OS",
  "method": "ωB97M-V/def2-TZVPD",
  "e_above_lowest_ev": 4.119,
  "energy_ev": -13604.994,
  "homo_lumo_gap_ev": [9.9214, 7.4158],
  "elements": ["B", "O", "S", "H", "H", "H"],
  "xyz": [[0.8185, -0.3128, 0.4522], [1.5229, -1.1942, -0.2886], [1.3515, 1.2861, 0.0017], [0.0641, -0.3911, 1.2524], [1.5073, -2.1158, 0.0380], [-0.9629, 0.0197, -1.7035]],
  "forces_ev_per_angstrom": [[1.816, 0.742, -1.724], [0.105, -2.268, 0.430], [0.099, 1.777, -0.119], [-1.789, -0.857, 1.875], [-0.153, 0.623, -0.394], [-0.078, -0.017, -0.069]]
}

---

No. 2
{
  "formula": "BH4NS",
  "method": "ωB97M-V/def2-TZVPD",
  "e_above_lowest_ev": 4.484,
  "energy_ev": -13063.562,
  "homo_lumo_gap_ev": 8.5811,
  "elements": ["B", "N", "S", "H", "H", "H", "H"],
  "xyz": [[-0.2561, 0.8071, -0.3810], [1.6214, -0.6438, -0.5376], [-0.9434, 1.1769, 1.1745], [-0.3019, 1.3456, -1.4251], [2.0701, 0.3085, -0.3916], [1.7318, -0.8305, -1.5944], [-1.4358, 2.5124, 0.9125]],
  "forces_ev_per_angstrom": [[2.768, -1.566, -0.809], [-2.073, 2.730, -0.763], [-0.368, 1.465, 0.021], [-0.238, 0.062, 0.007], [-0.135, -1.416, -0.354], [-0.510, 0.717, 1.847], [0.557, -1.991, 0.051]]
}

---

No. 3
{
  "formula": "BH4Rb",
  "method": "ωB97M-V/def2-TZVPD",
  "spin_multiplicity": 2,
  "charge": -1,
  "energy_ev": -1394.222,
  "homo_lumo_gap_ev": [2.8397, 8.3462],
  "elements": ["Rb", "B", "H", "H", "H", "H"],
  "xyz": [[-1.8392, 0.1585, -1.9005], [0.3434, -0.0366, 0.4041], [-0.3197, -0.4277, 1.1602], [1.3496, -0.3913, 0.5656], [0.1763, -0.3438, -0.6167], [0.2897, 1.0409, 0.3873]],
  "forces_ev_per_angstrom": [[-0.162, 0.094, 0.017], [0.062, -0.022, 0.086], [-2.873, -1.742, 2.680], [4.054, -1.148, 1.011], [-0.969, -1.645, -3.883], [-0.112, 4.463, 0.089]]
}

---

No. 4
{
  "formula": "BaH13O7",
  "method": "ωB97M-V/def2-TZVPD",
  "charge": 1,
  "e_above_lowest_ev": 0.166,
  "energy_ev": -15233.677,
  "homo_lumo_gap_ev": 9.2532,
  "elements": ["Ba", "O", "H", "O", "H", "H", "O", "H", "H", "O", "H", "H", "O", "H", "H", "O", "H", "H", "O", "H", "H"],
  "xyz": [[0.4942, -0.6389, -2.2126], [-1.6773, -1.5784, -1.0877], [-2.5878, -1.6364, -1.3605], [-1.1017, 1.6461, -1.8536], [-1.4274, 1.6589, -0.9806], [-0.6788, 2.4445, -2.0064], [-1.6989, 1.3589, 0.8492], [-0.7842, 1.0305, 1.1803], [-2.3450, 0.9079, 1.2871], [1.0718, 0.9698, 1.7765], [1.4078, 0.0617, 1.8596], [1.7314, 1.6087, 2.0284], [-0.3902, -1.9200, 0.8833], [-1.1758, -1.8475, 0.1227], [-0.6891, -1.9156, 1.7437], [1.5348, 1.4184, -1.0776], [2.1083, 1.0519, -0.3064], [0.8180, 1.9776, -0.7672], [1.8132, -2.0854, -0.4507], [2.5023, -2.4640, 0.1109], [1.0744, -2.0487, 0.2616]],
  "forces_ev_per_angstrom": [[-1.598, -0.915, 0.191], [1.221, 0.494, -0.793], [-0.322, -0.110, 0.088], [0.143, -2.513, -1.930], [-1.305, -0.155, 2.496], [0.845, 2.672, -0.684], [5.146, 1.506, -1.509], [-2.312, 0.674, -0.415], [-2.656, -2.037, 1.848], [-0.490, -0.750, -0.661], [0.014, 0.536, 0.248], [0.476, 0.108, 0.501], [1.371, 0.244, -2.632], [0.153, 0.059, 0.052], [-1.100, -0.104, 2.771], [2.173, -1.133, 1.177], [-1.822, 1.489, -1.529], [0.239, -0.042, 0.776], [-0.179, 0.221, 1.401], [0.416, -0.097, -0.648], [-0.414, -0.147, -0.751]]
}